Here is a structure of composition C42H58IrN4O2P2S in a non-equilibrium geometry from OMol25. Energies are from ωB97M-V with the def2-TZVPD basis set.

Computed properties:
largest force on an atom	2.7	eV/A
E_HOMO (spin up / spin down)	-12.2 / -12.1	eV
gap between HOMO and LUMO (spin up / spin down)	5.102 / 5.512	eV
charge	+2
2S+1	2

```
110
Properties=species:S:1:pos:R:3:forces:R:3:lowdin_spin:R:1
Ir 0.300029 0.319610 0.279739 -1.76 -1.64 1.14 0.846
C 0.103889 0.914349 5.000991 -0.11 -0.09 0.04 0.000
C -0.136864 -0.333523 4.140311 0.45 0.43 -0.19 -0.005
C -0.908671 -1.383953 4.943516 -0.06 -0.09 -0.07 -0.002
P -0.936676 0.051593 2.491656 -0.33 -0.10 -0.67 -0.027
C -2.117168 1.441012 2.860706 0.33 0.21 -0.40 -0.003
C -2.466019 2.338364 1.668106 0.02 0.09 0.11 0.001
C -3.387487 1.062214 3.621558 0.06 -0.05 0.12 -0.001
C -1.653543 -1.533220 2.063439 -0.17 0.00 0.50 -0.005
C -2.901447 -2.015407 2.463268 -0.04 0.03 0.07 -0.001
C -3.345001 -3.241071 2.016542 -0.02 -0.01 0.00 0.000
C -2.542558 -3.972746 1.142999 0.08 0.02 -0.02 0.000
C -1.303237 -3.501629 0.757384 0.02 -0.08 -0.11 0.000
C -0.819505 -2.280249 1.241621 0.04 -0.45 -0.06 0.001
N 0.406368 -1.720453 0.866183 0.14 1.23 -0.30 -0.027
C 1.482288 -2.526694 0.496180 -0.23 -0.18 0.11 0.001
C 1.594912 -3.852697 0.947062 0.00 -0.09 0.19 -0.002
C 2.575624 -4.692800 0.458463 -0.10 0.08 0.07 0.001
C 3.480813 -4.242001 -0.496645 0.09 -0.01 -0.08 -0.001
C 3.446624 -2.912976 -0.857233 0.12 -0.04 0.01 0.002
C 2.498396 -2.040053 -0.314153 0.03 0.05 -0.44 0.005
P 2.616358 -0.271753 -0.528409 0.19 -0.33 0.22 0.060
C 3.115145 0.026794 -2.284428 -0.27 0.64 0.03 0.011
C 4.599964 -0.018987 -2.648504 0.03 -0.05 0.04 0.004
C 2.510294 1.348684 -2.781511 0.08 0.02 0.01 0.001
C 4.038508 0.200051 0.569413 -0.08 0.43 -0.29 0.006
C 4.363322 1.690346 0.392429 0.06 -0.08 0.07 0.000
C 5.303024 -0.653180 0.483145 0.02 -0.06 0.03 0.003
H 0.821123 0.676831 5.788203 -0.03 -0.01 0.01 0.000
H -0.822347 1.226670 5.486885 0.02 -0.02 0.01 0.000
H 0.497886 1.759137 4.441794 -0.10 0.04 0.08 0.000
H 0.820873 -0.782610 3.871463 -0.03 -0.09 0.04 0.000
H -1.913138 -1.051439 5.203512 0.02 -0.01 0.02 0.000
H -0.365214 -1.552421 5.875095 -0.01 0.04 -0.01 0.000
H -0.984643 -2.333534 4.420923 0.01 0.00 0.02 0.000
H -1.484204 2.045137 3.515621 -0.02 -0.01 0.09 0.000
H -3.298838 1.932734 1.102668 0.07 0.09 0.02 0.000
H -1.632339 2.467055 0.981430 -0.05 0.02 0.01 0.000
H -2.761817 3.321621 2.041201 -0.01 -0.04 0.05 0.000
H -4.095789 0.554244 2.967706 0.01 0.03 0.00 0.000
H -3.860723 1.980514 3.973507 0.01 -0.01 -0.02 0.000
H -3.199363 0.437998 4.494067 -0.04 0.02 -0.01 0.000
H -3.526577 -1.436129 3.127015 0.03 -0.04 -0.04 0.000
H -4.311460 -3.616462 2.324238 0.02 0.00 0.00 0.000
H -2.895857 -4.916789 0.747150 0.01 0.03 0.00 0.000
H -0.717505 -4.055084 0.037626 -0.02 -0.05 0.04 0.000
H 0.900919 -4.213999 1.692881 0.01 -0.08 -0.06 0.000
H 2.629258 -5.712632 0.817823 -0.02 0.02 0.00 0.000
H 4.224770 -4.903735 -0.918737 -0.05 -0.01 0.00 0.000
H 4.176784 -2.543737 -1.565537 -0.01 0.00 0.08 0.000
H 2.624385 -0.798795 -2.783503 -0.07 -0.05 0.00 0.000
H 5.156012 0.818606 -2.229860 -0.01 -0.05 -0.03 0.000
H 4.668617 0.060212 -3.735097 0.00 0.01 0.00 0.001
H 5.093894 -0.943911 -2.362361 0.01 0.04 -0.01 0.000
H 2.984145 2.201008 -2.283606 0.02 -0.03 -0.05 0.000
H 1.436085 1.374187 -2.606938 0.04 -0.01 -0.07 0.000
H 2.676990 1.454698 -3.854993 0.02 0.02 0.04 0.000
H 3.635326 0.045181 1.564401 -0.03 -0.06 0.08 0.000
H 4.958589 1.856652 -0.503883 0.00 0.01 0.04 0.000
H 4.942651 2.056728 1.242209 0.02 -0.03 -0.03 0.000
H 3.466699 2.302016 0.314274 0.03 0.05 -0.06 0.000
H 5.873614 -0.464712 -0.423219 -0.02 -0.01 0.05 0.000
H 5.089055 -1.717260 0.553633 0.03 0.01 0.03 0.000
H 5.940693 -0.391271 1.330348 0.01 0.01 -0.03 0.000
O 0.202913 2.583324 -0.395105 -0.08 -0.62 -0.10 0.009
C 0.773199 3.628507 0.387079 -0.01 0.16 0.08 0.002
C 1.520592 3.079048 1.566619 -0.14 -0.04 0.06 0.007
C 2.214940 3.934967 2.407895 -0.02 0.11 0.01 0.005
C 2.920608 3.404788 3.470550 0.04 -0.02 0.06 -0.004
C 2.915649 2.028631 3.659546 0.10 0.04 -0.04 0.003
C 2.180195 1.250273 2.792278 0.14 0.20 -0.12 0.003
N 1.491154 1.764271 1.764448 0.14 -0.23 0.03 0.099
H 0.410875 2.718245 -1.327206 -0.03 -0.11 -0.03 0.000
H -0.026887 4.280094 0.742759 -0.05 0.03 -0.04 0.000
H 1.453422 4.232541 -0.214642 -0.02 -0.02 -0.08 0.000
H 2.210929 5.001522 2.215555 -0.02 -0.04 0.02 0.001
H 3.465181 4.052390 4.145794 0.02 -0.02 -0.04 0.000
H 3.461919 1.569558 4.472739 -0.03 0.00 -0.02 0.001
H 2.124651 0.178121 2.906264 0.06 0.03 -0.02 0.001
C -4.142023 2.880900 -3.182388 0.00 -0.06 0.03 0.000
C -4.501216 1.410389 -3.023028 0.02 0.09 -0.05 0.000
N -3.978163 0.860155 -1.765217 0.04 -0.06 0.21 -0.004
C -4.931426 0.738980 -0.658067 -0.10 -0.12 -0.10 -0.003
C -5.825737 -0.486127 -0.812579 0.07 0.03 -0.03 -0.001
C -2.739922 0.363602 -1.728631 0.43 0.29 -0.09 -0.004
S -2.145964 -0.289159 -0.199794 0.81 0.39 0.08 -0.056
N -2.061875 0.278379 -2.844820 -0.25 0.38 -0.28 -0.002
C -0.840290 -0.243698 -2.961443 -0.10 -0.01 0.12 0.006
O 0.041437 -0.253891 -2.062007 0.56 -0.02 -0.25 0.067
C -0.563195 -0.818464 -4.313305 0.04 -0.08 0.11 0.004
C -1.572509 -0.885006 -5.276111 -0.02 0.03 0.02 0.000
C -1.317159 -1.429660 -6.523303 -0.01 0.03 -0.02 0.000
C -0.051704 -1.910492 -6.831300 0.00 -0.01 0.02 0.000
C 0.955177 -1.861001 -5.877414 0.03 0.04 0.03 0.000
C 0.693301 -1.324186 -4.628080 -0.03 -0.02 -0.05 0.000
H -4.539491 3.251527 -4.127409 0.02 0.03 0.03 0.000
H -3.058613 3.007374 -3.190589 -0.02 0.01 -0.02 0.000
H -4.564070 3.481613 -2.374745 0.02 0.00 -0.02 0.000
H -4.086431 0.837393 -3.847694 -0.05 -0.07 0.01 0.000
H -5.582156 1.281254 -3.016089 0.00 -0.05 0.03 0.000
H -5.527696 1.651576 -0.629121 0.04 0.04 -0.01 0.000
H -4.377679 0.659700 0.273678 -0.05 0.04 -0.02 -0.002
H -6.362843 -0.468198 -1.760901 -0.01 -0.02 0.02 0.000
H -6.562063 -0.513934 -0.008934 0.01 -0.01 -0.01 0.000
H -5.229327 -1.399774 -0.771966 -0.02 0.01 0.01 0.000
H -2.559231 -0.517831 -5.037329 0.02 0.04 -0.02 0.000
H -2.106578 -1.471699 -7.262342 0.01 -0.01 0.03 0.000
H 0.146959 -2.331351 -7.808641 -0.01 0.02 0.02 0.000
H 1.944790 -2.233989 -6.108860 -0.04 -0.03 0.01 0.000
H 1.460468 -1.307041 -3.877879 0.04 -0.07 0.03 0.000
```
Positions in Å, forces in eV/Å.



Here is a structure of composition C42H58N4O4Rh from OMol25. Energies are from ωB97M-V with the def2-TZVPD basis set.

Computed properties:
largest force on an atom	0.5	eV/A
E_HOMO (spin up / spin down)	-9.7 / -10.8	eV
gap between HOMO and LUMO (spin up / spin down)	6.613 / 5.864	eV
charge	+1
2S+1	5

```
109
Properties=species:S:1:pos:R:3:forces:R:3:lowdin_spin:R:1
Rh -1.751977 -0.444621 -0.677730 0.33 -0.22 -0.02 1.457
C 2.386593 2.403262 4.629734 0.04 0.02 -0.01 0.002
C 1.174804 1.603813 5.124965 -0.05 0.01 -0.03 0.007
C 1.650788 0.247106 5.665846 0.01 -0.02 0.00 0.004
C 0.521006 2.384529 6.267588 -0.01 0.00 0.01 0.002
C 0.209254 1.343681 3.966307 -0.23 0.09 0.20 0.079
C 0.679685 0.819236 2.798397 -0.08 -0.12 -0.28 0.033
C -0.220915 0.525196 1.741862 0.14 0.15 0.36 0.132
N 0.039212 -0.022714 0.560733 0.16 0.00 -0.22 0.414
C 1.182551 -0.699558 0.174025 -0.19 0.15 0.08 0.137
C 2.111504 -1.277919 0.990397 0.15 -0.11 -0.02 0.054
C 3.245745 -1.902395 0.428938 -0.03 0.03 0.09 0.207
C 3.395714 -1.915738 -0.965687 0.00 -0.01 0.04 0.034
C 2.464782 -1.416893 -1.848637 0.06 -0.03 0.05 0.142
C 1.265474 -0.860959 -1.268894 -0.13 0.03 -0.09 0.140
O 0.239079 -0.545582 -1.935744 0.05 0.00 -0.08 0.402
C 2.749194 -1.523990 -3.346114 -0.05 0.04 0.04 0.011
C 2.852766 -3.011046 -3.721455 0.01 -0.02 -0.01 0.007
C 1.688695 -0.886946 -4.245489 0.00 0.03 -0.08 0.000
C 4.087714 -0.823047 -3.634931 0.01 0.00 -0.03 0.006
C 4.312050 -2.551775 1.299492 -0.05 0.02 -0.04 0.023
C 4.011192 -2.412619 2.791736 0.00 0.00 0.03 0.000
C 4.382425 -4.047518 0.949685 0.01 -0.01 -0.01 0.014
C 5.668351 -1.887799 1.012457 0.01 0.00 0.01 0.013
C -1.609793 0.896802 1.879453 -0.13 -0.02 -0.41 0.182
O -2.341692 0.771140 0.802100 -0.19 0.05 0.50 0.240
C -2.115559 1.402406 3.096165 0.04 0.05 0.08 0.017
C -1.193575 1.594750 4.097309 0.15 0.00 0.04 0.129
C -3.601089 1.715484 3.261414 0.03 0.01 0.03 -0.003
C -3.922657 2.186443 4.681663 -0.01 0.00 0.00 0.000
C -4.008548 2.835125 2.293157 0.00 0.04 -0.02 -0.001
C -4.427482 0.452030 2.985934 -0.03 -0.06 -0.03 -0.001
H 3.049884 2.618114 5.468861 0.01 0.00 0.00 0.000
H 2.081259 3.352963 4.187234 -0.01 0.00 0.01 0.000
H 2.968252 1.854117 3.887849 -0.01 0.01 0.00 0.000
H 2.323392 0.395775 6.512569 0.00 0.00 0.00 0.001
H 2.188228 -0.315228 4.899490 0.00 0.00 0.00 0.000
H 0.808626 -0.360589 6.001310 0.00 0.01 0.00 0.000
H 1.268192 2.592067 7.034156 0.00 -0.01 0.00 0.000
H -0.281731 1.819679 6.744174 0.00 -0.01 0.00 0.000
H 0.118131 3.341310 5.929422 0.01 0.00 -0.01 0.001
H 1.735047 0.640956 2.667866 0.01 -0.02 -0.03 0.000
H 1.962383 -1.287006 2.056250 0.00 0.01 0.04 0.000
H 4.289435 -2.371661 -1.368087 0.00 -0.01 -0.01 -0.001
H 1.927027 -3.537487 -3.480922 -0.01 0.00 -0.01 0.000
H 3.671223 -3.512220 -3.203935 0.00 0.02 0.02 0.000
H 3.028887 -3.105205 -4.794336 0.00 0.00 0.00 0.001
H 0.740498 -1.416321 -4.191918 -0.01 -0.02 0.00 0.000
H 2.048009 -0.940464 -5.275124 -0.01 0.02 -0.01 0.000
H 1.505533 0.160437 -4.000257 0.03 -0.03 0.00 0.000
H 4.918959 -1.260370 -3.082394 -0.01 -0.01 0.00 0.000
H 4.034258 0.237063 -3.381137 -0.01 0.00 0.00 0.000
H 4.316696 -0.906435 -4.698329 0.00 0.00 0.00 0.001
H 3.078115 -2.906038 3.070264 0.00 0.00 -0.01 0.000
H 3.958816 -1.365556 3.099831 0.01 0.00 0.00 0.000
H 4.812676 -2.881308 3.363187 0.00 0.00 0.00 0.000
H 3.427415 -4.539871 1.139551 0.00 0.01 0.00 0.000
H 5.143115 -4.531523 1.564102 0.00 0.01 0.00 0.002
H 4.645901 -4.207227 -0.096207 0.00 0.00 0.00 0.000
H 5.640701 -0.822456 1.247814 0.00 0.00 0.00 0.000
H 5.968316 -1.997361 -0.029455 0.00 -0.01 0.00 0.000
H 6.437862 -2.353008 1.630216 0.00 0.00 0.00 0.002
H -1.544898 1.979757 5.040086 0.01 0.01 0.03 0.006
H -3.407960 3.115160 4.936206 0.01 0.00 -0.02 0.000
H -3.670873 1.431634 5.429069 0.01 -0.01 -0.01 0.000
H -4.993945 2.375909 4.756509 0.00 0.00 0.00 0.000
H -3.450943 3.750087 2.505462 0.00 0.00 -0.01 0.000
H -5.071262 3.053870 2.412192 0.00 0.01 0.00 0.000
H -3.833893 2.554544 1.255327 -0.01 0.00 0.03 0.000
H -4.166655 -0.340368 3.689632 0.01 0.00 0.00 0.000
H -4.274082 0.074517 1.975769 -0.01 0.03 0.04 0.000
H -5.488322 0.676751 3.110188 -0.01 0.00 0.00 0.000
O -2.181147 -4.222824 0.524053 -0.01 -0.07 0.05 0.005
C -2.062233 -3.171557 -0.048597 0.08 0.19 0.12 0.004
O -1.650597 -2.048793 0.489308 -0.12 -0.28 -0.19 0.017
C -2.365517 -3.076563 -1.532651 0.02 0.04 -0.07 0.016
C -2.868485 -4.184841 -2.226081 0.03 -0.01 0.10 -0.001
C -3.126755 -4.049918 -3.555417 -0.04 0.00 -0.10 0.012
C -2.824004 -2.837667 -4.218564 -0.02 -0.05 -0.06 0.000
C -3.041658 -2.668039 -5.608213 -0.02 -0.05 0.05 0.002
C -2.696194 -1.504133 -6.225683 0.03 0.09 0.02 -0.002
C -2.081441 -0.470652 -5.483727 -0.01 -0.03 -0.07 0.002
C -1.859461 -0.597664 -4.141794 0.00 -0.12 0.05 -0.001
C -2.266888 -1.777216 -3.474689 0.02 0.00 0.18 0.008
N -2.106498 -1.918446 -2.112899 -0.17 0.06 -0.18 0.029
H -3.045764 -5.092671 -1.668029 0.00 0.00 0.00 0.000
H -3.551144 -4.868335 -4.124115 0.01 0.00 -0.01 0.001
H -3.482829 -3.483799 -6.166785 0.00 0.00 0.00 0.000
H -2.865106 -1.378136 -7.286088 0.00 0.01 0.00 0.000
H -1.751490 0.426030 -5.992453 0.00 0.00 -0.01 0.000
H -1.286131 0.146556 -3.609267 0.01 0.07 0.04 0.000
C -0.135068 4.238931 -2.403742 0.04 0.00 -0.02 0.000
C -1.475507 3.515265 -2.375115 0.00 -0.06 0.07 0.000
C -2.407399 4.182814 -1.360301 0.01 0.02 0.03 0.000
C -2.104200 3.508238 -3.764286 -0.01 0.00 -0.03 0.000
N -1.139732 2.115793 -2.009567 -0.14 0.10 -0.04 0.003
N -2.278690 1.296232 -1.721425 0.21 0.10 -0.13 0.003
H -0.259554 5.251610 -2.785911 -0.01 0.00 0.02 0.000
H 0.571126 3.711059 -3.045647 -0.01 0.00 -0.01 0.000
H 0.292751 4.310274 -1.400851 0.00 -0.01 0.00 0.000
H -2.482382 5.250561 -1.566099 0.00 0.00 -0.02 0.000
H -2.025578 4.067248 -0.342155 0.00 0.00 -0.01 0.000
H -3.426221 3.789419 -1.399082 0.00 -0.01 0.00 0.000
H -2.268414 4.528998 -4.109259 0.00 0.00 0.01 0.000
H -3.079107 3.012918 -3.773460 0.01 -0.02 0.01 0.000
H -1.447166 3.003971 -4.474404 0.00 0.01 0.00 0.000
H -0.571546 2.101099 -1.166308 0.01 -0.01 -0.04 0.000
H -2.746581 1.106047 -2.604552 0.00 -0.02 0.03 0.002
H -2.940909 1.771308 -1.103286 0.06 -0.01 0.02 0.002
```
Positions in Å, forces in eV/Å.



Which of these has the lowest 2S+1?
C42H58IrN4O2P2S



Look up the largest force on an atom of the second one.
0.5 eV/A



The highest largest force on an atom belongs to which entry?
C42H58IrN4O2P2S



Among the records above, which one has the highest charge?
C42H58IrN4O2P2S